# 1
A 6-piece molecular cluster, C54H114N6O6 overall in a non-equilibrium geometry, computed with ωB97M-V/def2-TZVPD.

```
180
Properties=species:S:1:pos:R:3:forces:R:3
C -22.8403 -30.9208 11.3700 0.593 -0.364 0.645
C -23.9343 -31.4597 12.3106 -0.026 -0.392 0.140
C -25.2069 -31.6388 11.4839 -0.880 1.412 0.090
C -26.2928 -32.4846 12.1284 0.545 -0.990 -0.342
C -25.6871 -33.8806 12.3413 -0.167 0.568 0.453
C -24.4144 -33.8574 13.1980 -0.318 -0.374 0.445
N -23.5392 -32.7864 12.7706 0.378 -0.666 -1.653
O -22.2640 -32.8465 13.3803 -0.307 0.566 0.439
C -24.8364 -33.7116 14.6902 -0.216 0.179 -0.086
C -23.7218 -35.2051 12.9834 1.350 0.336 0.782
C -24.1044 -30.5016 13.4942 -0.186 -0.169 0.262
H -22.0449 -30.4649 11.9674 -0.040 0.143 -0.114
H -23.1929 -30.1911 10.6454 -0.175 0.011 0.046
H -22.3793 -31.7682 10.8553 -0.199 0.101 -0.309
H -25.6076 -30.6177 11.3860 0.058 -0.079 -0.197
H -25.0035 -31.9576 10.4597 0.247 -0.314 0.136
H -27.1073 -32.6670 11.4239 -0.222 0.548 0.125
H -26.6668 -31.9937 13.0271 -0.083 -0.207 0.082
H -25.5203 -34.2746 11.3359 0.339 -0.148 0.107
H -26.3555 -34.5721 12.8599 -0.204 0.066 -0.170
H -25.8755 -33.3763 14.7435 0.037 0.050 0.112
H -24.7791 -34.6549 15.2324 0.058 0.003 0.009
H -24.2340 -32.9669 15.2079 0.152 -0.114 0.005
H -24.1477 -36.0090 13.5826 -0.620 -0.078 -0.542
H -23.5827 -35.4191 11.9258 -0.288 -0.258 -0.007
H -22.7171 -35.1470 13.4185 -0.006 0.142 -0.172
H -24.1957 -29.4612 13.1791 0.058 0.005 -0.008
H -23.2365 -30.6261 14.1448 0.088 0.234 -0.101
H -24.9672 -30.7555 14.1160 -0.104 0.005 -0.189
H -21.6569 -32.7362 12.6412 0.097 -0.213 0.004
C -32.2936 -24.6738 10.6468 -0.839 0.179 -0.052
C -31.1647 -24.1838 11.5602 -0.147 -0.831 -0.812
C -29.9474 -25.0787 11.3653 2.119 -0.956 1.105
C -29.0361 -24.8456 10.1678 -1.361 0.728 -0.428
C -28.7226 -23.3487 10.1093 0.451 -0.959 0.429
C -29.9487 -22.4387 10.1345 0.845 0.344 -0.798
N -30.7802 -22.8161 11.2670 0.699 0.310 0.911
O -31.8931 -21.9474 11.4079 -0.033 -0.102 -0.313
C -29.3625 -21.0323 10.3970 -0.653 0.057 -0.484
C -30.6383 -22.4220 8.7643 -1.171 -0.005 0.552
C -31.5518 -24.3442 13.0237 -0.820 0.380 0.502
H -33.1145 -23.9511 10.6011 0.182 0.142 0.139
H -32.7626 -25.5827 11.0338 0.302 -0.161 -0.088
H -31.9810 -24.8247 9.6131 0.171 -0.201 0.086
H -29.2537 -24.9938 12.2215 -0.361 0.619 0.150
H -30.1820 -26.1401 11.4948 -0.633 0.113 -0.477
H -29.5912 -25.1553 9.2720 0.324 0.065 -0.175
H -28.0962 -25.3930 10.1955 -0.143 -0.288 0.223
H -28.0599 -23.2083 9.2516 -0.335 0.584 -0.154
H -28.1260 -23.0893 10.9928 0.031 -0.137 0.001
H -28.5363 -20.9057 9.6969 0.212 0.106 0.256
H -30.0661 -20.2302 10.1542 -0.132 -0.111 0.154
H -29.0475 -20.9301 11.4340 0.213 -0.035 -0.028
H -30.1468 -21.7546 8.0603 0.177 -0.165 -0.080
H -30.7958 -23.4165 8.3468 0.357 -0.010 -0.134
H -31.6503 -22.0367 8.9357 0.096 0.162 -0.180
H -30.8680 -23.7760 13.6546 0.106 -0.154 0.021
H -31.5728 -25.3925 13.3303 0.369 -0.053 -0.176
H -32.5676 -24.0053 13.2576 0.099 0.294 -0.303
H -31.5362 -21.2387 11.9507 -0.124 0.048 0.156
C -37.2996 -29.7716 9.9058 0.531 -0.166 -0.816
C -37.6430 -31.2232 10.2364 -0.644 -0.427 0.720
C -38.5834 -31.7479 9.1647 -0.340 -0.145 -1.053
C -38.6814 -33.2665 9.0204 -0.390 0.118 0.939
C -37.3304 -33.9597 9.1306 0.051 -0.313 -0.998
C -36.3317 -33.4616 10.1779 -1.033 -0.665 0.665
N -36.4349 -32.0184 10.2235 1.163 0.714 -1.180
O -35.3993 -31.4033 10.9630 -0.239 -0.136 0.144
C -36.6723 -34.1102 11.5387 0.041 0.123 -0.168
C -34.9412 -33.8761 9.7624 1.192 0.944 0.662
C -38.3394 -31.1770 11.6205 0.042 0.726 -0.275
H -38.1697 -29.2404 9.5188 -0.187 0.055 0.443
H -36.5918 -29.7737 9.0711 0.141 0.008 0.166
H -36.8429 -29.2669 10.7550 -0.115 0.185 -0.038
H -39.5863 -31.3374 9.3152 0.061 0.024 0.216
H -38.2925 -31.3490 8.1850 0.349 0.061 0.160
H -39.1419 -33.5063 8.0616 0.084 -0.003 -0.057
H -39.4016 -33.6372 9.7615 0.256 -0.103 0.131
H -36.8508 -33.8790 8.1480 0.074 0.183 0.086
H -37.4702 -35.0364 9.2628 -0.012 0.041 0.130
H -36.6427 -35.1991 11.4843 0.034 0.004 -0.083
H -35.9547 -33.8075 12.3046 -0.119 0.101 0.076
H -37.6819 -33.8124 11.8121 0.015 -0.094 0.277
H -34.6782 -33.5206 8.7655 -0.221 -0.442 -0.198
H -34.2199 -33.3481 10.4001 -0.118 -0.083 0.048
H -34.7223 -34.9233 9.9597 -0.323 -0.195 -0.502
H -39.1078 -30.4097 11.5029 -0.155 -0.143 0.316
H -37.6216 -30.7654 12.3381 -0.141 -0.138 0.208
H -38.7998 -32.0720 12.0289 0.104 -0.204 -0.254
H -35.6940 -31.3720 11.8844 0.118 -0.051 0.167
C -39.0122 -27.5884 12.6200 -0.369 -0.293 -0.047
C -38.1466 -27.1799 13.8370 -1.238 -0.256 -1.478
C -38.2321 -28.3425 14.8000 -0.379 -0.928 1.178
C -37.2365 -28.2136 15.9369 1.128 0.576 -0.653
C -35.8467 -28.1563 15.2745 0.137 0.505 1.482
C -35.6288 -27.0783 14.1755 -0.640 -0.840 1.068
N -36.7875 -27.1241 13.2916 0.451 -1.037 -0.074
O -36.6718 -26.1842 12.2439 -0.048 0.550 0.264
C -35.4438 -25.6994 14.8356 -0.082 0.179 0.433
C -34.3805 -27.5672 13.4798 0.679 1.348 -1.960
C -38.7978 -25.8991 14.3803 0.358 0.959 -0.674
H -39.1037 -26.8183 11.8558 0.268 0.118 0.092
H -40.0382 -27.8478 12.9011 0.085 0.068 0.284
H -38.5782 -28.4788 12.1724 0.054 0.052 -0.091
H -39.2527 -28.4883 15.1746 -0.037 0.591 -0.026
H -38.0719 -29.3082 14.3045 0.415 0.252 -0.313
H -37.2064 -29.0376 16.6487 -0.402 -0.075 -0.041
H -37.3445 -27.2842 16.5058 -0.438 -0.069 -0.015
H -35.5491 -29.1721 15.0113 -0.095 0.108 -0.627
H -35.1341 -27.8595 16.0572 0.068 -0.241 -0.070
H -34.4169 -25.3419 14.7622 -0.021 0.049 -0.024
H -36.1129 -24.9359 14.4442 0.171 -0.060 -0.404
H -35.6989 -25.7608 15.8980 0.151 0.003 0.002
H -34.2728 -27.0529 12.5081 -0.228 -0.100 0.038
H -33.4568 -27.2210 13.9468 -0.124 -0.483 0.593
H -34.3645 -28.6257 13.2399 -0.047 -0.125 0.316
H -39.7879 -26.0658 14.8030 0.191 -0.336 0.339
H -39.0101 -25.2520 13.5202 0.203 -0.009 0.029
H -38.1789 -25.2786 15.0281 -0.088 -0.338 0.366
H -36.3187 -26.6889 11.5041 -0.110 -0.091 -0.013
C -25.8817 -24.8991 2.6208 -0.435 0.801 -0.840
C -25.7865 -25.5856 3.9800 -0.896 -0.430 -0.152
C -26.3421 -24.6804 5.0662 0.858 2.592 0.737
C -27.8235 -24.4242 4.9559 -0.511 -1.246 -0.395
C -28.5128 -25.7850 5.1262 -1.098 0.627 -1.151
C -28.0572 -26.8515 4.0923 0.087 0.466 1.118
N -26.6073 -26.7997 4.0216 0.366 -0.849 1.078
O -26.0599 -27.9241 3.3719 -0.091 0.496 -0.432
C -28.4926 -28.1727 4.7159 -0.154 -0.893 -0.315
C -28.7896 -26.6475 2.7580 0.089 0.768 -0.040
C -24.3525 -25.9598 4.2964 0.194 0.270 0.259
H -25.4937 -25.5152 1.8052 0.381 0.041 0.173
H -25.4216 -23.9052 2.6076 0.562 -0.319 0.046
H -26.8928 -24.6451 2.2826 -0.148 -0.391 0.449
H -26.0738 -24.8807 6.1104 -0.116 -1.164 -0.216
H -25.7867 -23.7245 4.9996 -0.221 -0.058 -0.518
H -28.0764 -24.0746 3.9504 0.099 0.133 0.038
H -28.2794 -23.7036 5.6335 0.474 0.074 0.280
H -29.5687 -25.6158 4.8662 -0.028 -0.180 0.366
H -28.5032 -26.1792 6.1408 0.412 0.071 0.070
H -29.5602 -28.1252 4.9457 -0.008 0.028 -0.064
H -28.3396 -29.0234 4.0467 -0.041 0.112 -0.097
H -27.9748 -28.4332 5.6399 0.200 0.373 -0.009
H -29.7833 -27.0907 2.8071 0.126 -0.321 -0.267
H -28.9681 -25.5870 2.5487 0.133 0.004 0.136
H -28.1944 -26.9950 1.9124 -0.269 -0.435 -0.020
H -23.9354 -26.6079 3.5303 -0.014 -0.238 0.190
H -24.3492 -26.4130 5.2880 0.194 -0.358 -0.173
H -23.7024 -25.0834 4.3556 -0.226 0.177 -0.102
H -26.1750 -27.7641 2.4220 0.046 -0.164 -0.084
C -31.1023 -30.1658 7.0241 0.596 -0.921 -0.931
C -31.2861 -31.2906 8.0714 0.541 0.403 -0.975
C -29.8957 -31.8229 8.4046 1.114 -0.829 0.050
C -29.0724 -30.9327 9.3178 -0.836 0.259 0.458
C -29.9325 -30.5388 10.5347 1.079 0.816 0.006
C -31.3113 -29.9856 10.2515 -0.759 0.063 -0.922
N -31.9618 -30.8818 9.2778 -0.102 -1.253 0.904
O -33.2854 -30.4903 8.9655 0.141 0.568 -0.015
C -32.1635 -29.9702 11.5140 0.154 0.351 0.159
C -31.2455 -28.5447 9.7420 0.400 0.731 0.896
C -32.0335 -32.4382 7.3940 -0.327 -0.580 0.670
H -30.6527 -30.6299 6.1333 -0.304 -0.201 0.010
H -30.3045 -29.4627 7.2588 -0.638 0.525 0.419
H -32.0585 -29.7766 6.6807 0.103 0.571 0.360
H -29.9262 -32.8283 8.8440 -0.457 0.161 0.218
H -29.3626 -32.0070 7.4644 -0.100 0.223 -0.058
H -28.7137 -30.0448 8.7885 -0.171 0.074 0.038
H -28.1812 -31.3855 9.7548 0.046 -0.375 -0.441
H -29.3451 -29.7213 10.9748 -0.302 -0.144 0.560
H -30.0032 -31.3477 11.2632 0.057 -0.156 -0.130
H -31.6571 -29.3277 12.2392 -0.126 -0.001 0.083
H -33.1198 -29.5117 11.2607 -0.095 -0.053 0.235
H -32.3211 -30.9419 11.9845 0.030 -0.134 -0.274
H -32.2035 -28.1825 9.3714 0.103 -0.320 -0.611
H -31.0639 -27.8612 10.5823 0.153 -0.247 0.096
H -30.3930 -28.3931 9.0829 -0.351 0.087 -0.399
H -33.0912 -32.2405 7.2286 0.103 0.334 -0.264
H -32.0179 -33.3126 8.0557 0.080 0.064 -0.007
H -31.5362 -32.7268 6.4695 -0.065 0.114 -0.091
H -33.8163 -30.8992 9.6599 -0.227 -0.139 -0.010
```
Forces are in eV/Å.

## Properties
SMILES: CC1(C)CCCC(C)(C)N1O.CC1(C)CCCC(C)(C)N1O.CC1(C)CCCC(C)(C)N1O.CC1(C)CCCC(C)(C)N1O.CC1(C)CCCC(C)(C)N1O.CC1(C)CCCC(C)(C)N1O
LUMO in eV: 0.5
HOMO-LUMO gap in eV: 8.3
Electronic energy in eV: -79064.7058

Atom charges from the Mulliken analysis, given in e for atoms 1 to 4:
1. C -1.997
2. C 2.131
3. C -1.500
4. C -0.041


# 2
A 2-piece molecular cluster, C3H7FN2O overall in a non-equilibrium geometry, computed with ωB97M-V/def2-TZVPD.

```
14
Properties=species:S:1:pos:R:3:forces:R:3
C 2.2295 -0.8129 -0.2787 2.438 -0.449 0.924
C 1.3668 0.1874 -0.0836 -0.047 -0.539 -0.784
C -2.1890 -0.7507 -0.5000 -0.844 -1.644 2.049
N -2.5580 0.4137 -0.6034 0.980 1.201 -2.089
N 1.8960 1.3122 0.5031 -0.222 0.737 0.146
O -3.2673 1.0579 0.3054 -0.722 0.605 0.681
F -2.5119 -1.6045 0.5371 -0.103 0.843 -0.058
H 3.3306 -0.7589 0.1294 -2.162 0.454 -0.604
H 2.1580 -1.7703 -0.7214 -1.050 -0.574 -0.611
H 0.2913 0.1904 -0.4614 1.656 0.114 0.775
H -1.5856 -1.2672 -1.1586 1.064 -0.600 -1.613
H 2.9494 1.2428 0.5576 -2.202 1.074 0.330
H -3.3626 0.4666 1.0451 -0.411 -0.456 1.032
H 1.2528 2.0934 0.7293 1.624 -0.765 -0.178
```
Forces are in eV/Å.

## Properties
SMILES: O/N=C\F.C=CN
LUMO in eV: 0.7
HOMO-LUMO gap in eV: 8.7
Electronic energy in eV: -10965.9590

Atom charges from the Mulliken analysis, given in e for atoms 1 to 4:
1. C -1.057
2. C 0.698
3. C -0.030
4. N -0.185


# 3
C31H48HoO2P2 as an isolated structure in a non-equilibrium geometry, computed with ωB97M-V/def2-TZVPD.

```
84
Properties=species:S:1:pos:R:3:forces:R:3
Ho -0.1501 -0.1561 1.6624 0.004 -0.210 0.475
C -0.5056 -2.6889 2.1825 0.677 0.549 0.433
C 0.8412 -2.7490 1.7257 -0.308 0.513 0.426
C 0.7967 -1.3544 3.5841 -0.511 -0.959 -0.498
C -0.5592 -1.8356 3.3372 1.253 -0.606 -0.160
C 1.6336 -1.9172 2.5679 -1.032 0.146 0.076
C -1.6690 -3.4108 1.5947 -0.466 -0.332 -0.072
H -1.4275 -3.8615 0.6259 -0.048 0.166 0.145
H -2.5349 -2.7461 1.4644 0.078 -0.177 -0.062
H -2.0079 -4.2340 2.2427 0.096 0.232 -0.115
C -1.8211 -1.5173 4.0668 -0.719 0.229 0.540
H -2.6680 -2.1426 3.7242 0.524 0.218 0.158
H -2.1354 -0.4582 3.9408 0.113 -0.591 0.150
H -1.7046 -1.7001 5.1510 -0.090 0.152 -0.411
C 1.3166 -0.4798 4.6793 0.095 0.469 0.587
H 1.1783 -0.9520 5.6644 -0.033 0.116 -0.240
H 0.8168 0.5032 4.7173 0.255 -0.429 0.027
H 2.4017 -0.2991 4.5792 -0.480 -0.132 -0.054
C 3.1041 -1.7275 2.4554 0.695 0.015 0.106
H 3.6516 -2.2980 3.2221 -0.185 0.127 -0.165
H 3.3950 -0.6774 2.5871 0.008 -0.169 -0.036
H 3.4855 -2.0666 1.4865 -0.088 0.091 0.135
C 1.3735 -3.6176 0.6424 0.259 -0.327 -0.593
H 1.8024 -4.5709 1.0024 -0.225 0.419 0.078
H 2.1780 -3.1132 0.0926 -0.145 -0.112 0.008
H 0.5946 -3.8849 -0.0792 0.133 0.046 0.056
C -1.9057 0.4274 -5.6957 -0.339 -0.415 0.139
C -1.7962 -0.9058 -5.7710 -0.459 0.431 -0.221
C -0.8583 -1.6866 -6.6447 0.426 -0.256 -0.048
C 0.4770 -0.9982 -7.0187 -0.067 -0.396 -0.510
C 1.2633 -0.4552 -5.8641 0.326 0.394 0.414
C 1.1432 0.7513 -5.2901 0.473 -0.469 -0.438
C 0.2216 1.8620 -5.6928 -0.380 0.263 -0.014
C -1.0770 1.4446 -6.4229 0.083 0.555 -0.186
H -1.3574 -1.9647 -7.5924 0.029 0.091 0.407
H 0.2896 -0.2295 -7.7766 0.217 -0.323 0.209
H -0.6416 -2.6433 -6.1387 -0.003 0.262 -0.157
H -0.8320 1.1165 -7.4384 -0.232 0.195 0.321
H -2.7250 0.8683 -5.1139 0.285 -0.367 0.055
H -2.5260 -1.5337 -5.2472 0.136 0.338 -0.029
H -1.6891 2.3550 -6.5315 0.220 -0.278 -0.051
H -0.0413 2.4317 -4.7836 0.018 -0.104 -0.274
H 1.8434 1.0267 -4.4931 -0.070 -0.224 -0.237
H 0.7520 2.5788 -6.3481 -0.065 -0.252 0.308
H 1.1021 -1.7649 -7.5060 -0.235 0.285 0.062
H 2.0601 -1.1287 -5.5278 -0.276 0.299 0.211
P -0.9001 -0.4184 -1.0473 -0.575 0.053 -1.306
P 1.7913 0.9237 -0.0091 0.797 0.601 -0.609
C -0.0681 0.8346 -2.1724 -0.037 -0.342 0.227
C 0.9187 1.7610 -1.4384 0.095 0.008 0.527
H -0.8715 1.4192 -2.6398 0.206 -0.128 0.050
H 0.4262 0.2865 -2.9916 -0.166 0.093 0.397
H 1.6974 2.1250 -2.1248 -0.259 0.057 0.175
H 0.4023 2.6336 -1.0086 0.097 -0.189 -0.168
C 2.6132 2.2776 0.9027 -0.085 0.207 -0.203
H 3.3370 1.8502 1.6126 -0.224 0.141 -0.222
H 1.8652 2.8628 1.4571 0.264 -0.066 -0.148
H 3.1358 2.9161 0.1767 -0.048 -0.013 0.359
C 3.2156 0.1699 -0.8734 0.036 -0.312 -0.002
H 3.6271 0.9005 -1.5868 -0.103 -0.250 0.223
H 2.8990 -0.7344 -1.4149 0.191 0.262 0.132
H 3.9952 -0.0958 -0.1444 -0.272 -0.012 -0.249
C -2.6371 0.1570 -1.0899 -0.003 0.042 0.009
H -3.2535 -0.5131 -0.4782 -0.001 0.183 -0.170
H -2.9854 0.1441 -2.1307 -0.061 0.054 0.269
H -2.6981 1.1753 -0.6892 -0.118 -0.148 -0.062
C -1.0367 -1.9053 -2.1112 0.199 -0.231 -0.072
H -0.0725 -2.4341 -2.1564 -0.311 0.141 -0.008
H -1.3428 -1.6242 -3.1344 0.152 0.013 0.424
H -1.7920 -2.5852 -1.6923 0.236 0.167 -0.049
O -1.3781 3.4893 2.6081 0.467 -1.061 0.271
C -1.1267 2.5856 3.3911 -0.292 0.226 0.077
O -0.7772 1.3316 3.0339 -0.241 1.300 -0.471
C -1.2067 2.8000 4.8835 -0.188 0.042 1.004
C -1.3061 4.0858 5.4634 0.025 -0.185 -0.315
C -1.3296 4.2420 6.8542 -0.026 -0.251 -0.190
C -1.2826 3.1161 7.6899 0.056 0.137 -0.159
C -1.2295 1.8357 7.1422 -0.087 0.123 -0.316
C -1.2188 1.6972 5.7513 0.112 -0.146 -0.239
H -1.3861 4.9507 4.7988 0.155 -0.274 0.264
H -1.3867 5.2406 7.3040 -0.002 -0.445 -0.305
H -1.3000 3.2502 8.7709 0.029 -0.043 -0.246
H -1.1958 0.9444 7.7793 -0.094 0.429 -0.245
H -1.2316 0.7082 5.2917 0.136 0.342 0.392
```
Forces are in eV/Å.

## Properties
Total charge: +1
LUMO (alpha / beta) in eV: -3.1 / -3.0
HOMO-LUMO gap (alpha / beta) in eV: 7.8 / 7.9
Multiplicity: 5
Electronic energy in eV: -81393.3946

Atom charges from the Mulliken analysis, given in e for atoms 1 to 4:
1. Ho 0.181
2. C 0.325
3. C 0.715
4. C 0.663